Record 1
DFT (ωB97M-V/def2-TZVPD) results for the ion C2H3INOS with charge +1 at a distorted geometry.

Each line ends with the Löwdin charge.
Element x y z (Å)
C1 0.300 0.025 -0.199  -0.082
C2 -0.725 -0.422 -0.640  -0.386
N1 1.624 0.415 -0.053  0.199
O1 -1.924 -1.953 1.004  -0.549
S1 -2.332 -0.958 -0.526  0.547
I1 -3.259 1.121 0.262  0.643
H1 2.007 1.142 -0.681  0.200
H2 2.353 -0.300 -0.002  0.194
H3 1.958 0.929 0.835  0.234

- frontier orbital gap (Eh) = 0.2872
- energy relative to the best compared isomer or geometry (same formula, charge and spin) (eV) = 3.169
- DFT total energy (eV) = -24582.2850
- net charge = +1
- E_LUMO (Ha) = -0.201



Record 2
DFT (ωB97M-V/def2-TZVPD) results for a cluster of 2 separate species, C6H10IN2OS in total at a distorted geometry.

Each line ends with the Löwdin charge.
Element x y z (Å)
C1 1.707 -3.185 -0.424  0.065
C2 1.176 -2.849 0.714  -0.152
C3 0.524 1.098 0.323  -0.585
C4 0.700 1.588 -1.085  0.010
C5 0.408 -2.249 1.610  -0.345
C6 -1.813 -1.198 -0.807  -0.615
N1 1.008 -0.047 0.633  -0.185
N2 -0.704 -1.306 -1.351  0.065
O1 0.005 1.918 1.151  0.132
S1 0.900 -0.657 2.188  1.182
I1 -3.312 0.463 -0.926  0.669
H1 2.598 -3.814 -0.376  0.086
H2 -0.278 1.706 -1.444  0.044
H3 1.401 0.940 -1.710  0.133
H4 1.299 2.479 -0.901  0.108
H5 -0.426 -2.857 1.885  0.085
H6 -2.193 -1.886 -0.123  0.007
H7 2.160 -1.048 2.126  0.023
H8 1.241 -2.950 -1.378  0.075
H9 -0.357 -0.528 -1.879  0.032
H10 -0.170 2.813 0.804  0.165

- frontier orbital gap (Eh) = 0.3258
- energy relative to the best compared isomer or geometry (same formula, charge and spin) (eV) = 0.630
- DFT total energy (eV) = -30336.5062
- net charge = +1
- E_LUMO (Ha) = -0.144



Record 3
DFT (ωB97M-V/def2-TZVPD) results for a cluster of 2 separate species, C2H4ClNO in total at a distorted geometry.

Each line ends with the Löwdin charge.
Element x y z (Å)
C1 -1.104 0.016 0.344  -0.214
C2 -0.024 -0.782 -0.310  -0.652
N1 1.482 1.493 -0.684  0.076
O1 2.526 1.207 -0.232  -0.078
Cl1 1.345 -1.296 0.617  0.580
H1 -1.807 -0.667 0.930  0.086
H2 -0.591 0.699 1.071  0.071
H3 -1.854 0.415 -0.340  0.065
H4 0.027 -1.086 -1.396  0.067

- frontier orbital gap (spin up / spin down) (Eh) = 0.2905 / 0.3080
- energy relative to the best compared isomer or geometry (same formula, charge and spin) (eV) = 4.467
- DFT total energy (eV) = -18194.6206
- E_LUMO (spin up / spin down) (Ha) = 0.004 / -0.013



Record 4
DFT (ωB97M-V/def2-TZVPD) results for an isolated molecule of C21H29N3O4S at a distorted geometry.

Each line ends with the Löwdin charge.
Element x y z (Å)
C1 -1.274 -4.300 -0.118  0.006
C2 -2.234 -3.733 -1.131  -0.365
O1 -2.457 -2.485 -1.139  -0.079
C3 -3.147 -1.921 0.148  -0.080
O2 -3.786 -2.635 1.067  0.016
C4 -3.017 -0.349 0.005  -0.053
C5 -2.065 0.507 -0.559  -0.032
S1 -0.433 -0.425 -1.249  0.742
O3 0.011 -1.294 -0.345  -0.217
O4 -0.588 -0.386 -2.685  -0.263
N1 0.567 0.998 -0.717  -0.246
C6 1.861 0.698 -1.614  -0.016
C7 2.764 1.957 -1.315  -0.221
N2 3.261 2.276 -0.066  -0.139
C8 4.361 1.406 0.482  -0.040
C9 4.113 -0.302 0.549  -0.185
C10 3.605 -0.565 1.648  -0.022
C11 3.264 -2.128 1.819  0.087
C12 3.695 -2.908 0.679  -0.010
C13 4.234 -2.167 -0.561  -0.107
C14 4.413 -0.938 -0.663  -0.115
C15 1.940 2.268 0.938  -0.026
C16 0.933 1.072 0.477  -0.390
C17 -2.381 1.928 -0.309  -0.394
C18 -1.703 2.829 -0.766  -0.108
N3 -3.490 1.726 0.312  -0.104
C19 -4.099 2.842 0.666  -0.087
C20 -3.999 0.533 0.518  -0.254
C21 -5.197 0.242 1.256  -0.024
H1 -1.073 -5.234 -0.265  0.037
H2 -1.692 -4.325 0.759  0.035
H3 -0.502 -3.694 -0.236  0.032
H4 -3.209 -4.078 -0.947  0.106
H5 -2.065 -3.905 -2.202  0.150
H6 1.355 0.939 -2.466  0.079
H7 2.198 -0.151 -1.423  0.013
H8 3.594 1.996 -1.888  0.093
H9 2.407 2.870 -1.552  0.085
H10 5.127 1.643 0.113  -0.017
H11 4.482 1.805 1.512  0.123
H12 3.350 -0.118 2.373  0.005
H13 2.956 -2.345 2.625  -0.033
H14 3.442 -3.999 0.628  0.096
H15 4.463 -3.009 -1.390  0.148
H16 4.916 -0.417 -1.393  0.110
H17 2.197 2.279 2.045  0.113
H18 1.462 3.338 0.349  0.169
H19 -0.064 1.338 1.280  0.194
H20 1.396 0.228 0.936  0.078
H21 -1.567 3.709 -0.032  0.141
H22 -0.555 2.641 -1.274  0.194
H23 -2.199 3.382 -1.473  0.077
H24 -5.144 2.846 1.016  0.089
H25 -3.764 3.685 1.339  0.120
H26 -4.414 3.596 -0.335  0.178
H27 -5.893 0.607 0.635  0.040
H28 -5.184 0.575 2.394  0.136
H29 -5.171 -0.947 1.546  0.138

- frontier orbital gap (Eh) = 0.3032
- energy relative to the best compared isomer or geometry (same formula, charge and spin) (eV) = 25.312
- DFT total energy (eV) = -45720.0789
- SMILES = CCOC(=O)c1c(S(=O)(=O)N2CCN(Cc3ccccc3)CC2)c(C)n(C)c1C
- E_LUMO (Ha) = 0.016



Record 5
DFT (ωB97M-V/def2-TZVPD) results for a structure of composition C25H45AuNP2S at a distorted geometry.

Each line ends with the Mulliken spin population.
Element x y z (Å)
Au1 1.191 -0.201 0.526  -0.005
C1 -2.347 1.714 1.076  0.319
C2 -2.647 0.772 0.058  0.300
C3 -2.556 -0.360 2.061  0.317
C4 -2.270 1.012 2.314  0.330
C5 -2.824 -0.505 0.674  0.390
C6 -2.147 3.165 0.869  0.013
H1 -1.757 3.359 -0.138  0.007
H2 -1.443 3.592 1.593  0.002
H3 -3.096 3.711 0.968  0.029
C7 -1.984 1.586 3.645  0.029
H4 -1.803 2.663 3.576  -0.004
H5 -1.102 1.115 4.109  0.019
H6 -2.828 1.434 4.337  0.027
C8 -2.567 -1.453 3.055  0.004
H7 -3.589 -1.687 3.394  0.036
H8 -1.967 -1.185 3.935  0.002
H9 -2.152 -2.377 2.622  0.012
C9 -3.223 -1.755 -0.004  0.014
H10 -4.319 -1.834 -0.098  0.034
H11 -2.890 -2.631 0.567  0.001
H12 -2.799 -1.824 -1.018  0.011
C10 -2.797 1.099 -1.371  0.042
H13 -3.751 1.611 -1.589  0.039
H14 -2.762 0.200 -1.993  0.002
H15 -1.989 1.770 -1.704  0.010
C11 1.764 0.553 -2.532  0.002
C12 0.687 1.347 -2.628  0.003
C13 -0.062 1.526 -3.919  0.003
C14 -0.972 0.360 -4.410  0.000
C15 -0.972 -0.901 -3.577  0.000
C16 0.111 -1.683 -3.468  0.000
C17 1.383 -1.407 -4.224  0.000
C18 2.283 -0.262 -3.676  0.000
H16 0.662 1.746 -4.722  0.000
H17 -0.675 0.128 -5.449  0.000
H18 -0.700 2.421 -3.812  0.000
H19 2.510 0.407 -4.519  0.000
H20 2.378 0.494 -1.621  0.002
H21 0.321 1.947 -1.787  -0.006
H22 3.236 -0.707 -3.357  0.000
H23 1.978 -2.335 -4.223  0.000
H24 0.097 -2.620 -2.892  0.001
H25 1.151 -1.181 -5.279  0.000
H26 -2.011 0.730 -4.461  -0.001
H27 -1.950 -1.205 -3.174  -0.001
P1 2.091 1.784 1.280  0.007
C19 1.333 2.499 2.750  0.012
H28 1.967 3.313 3.137  -0.001
H29 1.212 1.733 3.531  -0.002
H30 0.346 2.909 2.489  -0.002
C20 3.847 1.502 1.680  0.000
H31 4.311 2.446 2.003  0.000
H32 4.366 1.121 0.791  0.000
H33 3.920 0.762 2.489  0.000
C21 2.014 3.098 0.037  -0.003
H34 2.294 2.703 -0.947  0.000
H35 2.697 3.912 0.318  0.000
H36 0.986 3.486 -0.016  0.001
P2 1.299 -2.496 0.455  -0.001
C22 -0.128 -3.317 -0.270  0.006
H37 0.180 -4.279 -0.705  0.000
H38 -0.580 -2.690 -1.045  -0.003
H39 -0.874 -3.495 0.515  0.000
C23 2.777 -2.933 -0.503  -0.001
H40 2.564 -2.868 -1.578  0.000
H41 3.073 -3.957 -0.228  0.000
H42 3.597 -2.241 -0.263  0.000
C24 1.503 -3.269 2.076  -0.001
H43 1.616 -4.355 1.944  0.000
H44 0.631 -3.040 2.704  0.000
H45 2.387 -2.855 2.578  0.000
S1 1.260 -0.689 4.362  0.003
C25 0.526 -0.613 5.813  -0.001
N1 -0.012 -0.523 6.872  0.001

- frontier orbital gap (spin up / spin down) (Eh) = 0.2454 / 0.1270
- energy relative to the best compared isomer or geometry (same formula, charge and spin) (eV) = 0.000
- DFT total energy (eV) = -61242.4066
- net charge = +1
- spin multiplicity = 3
- E_LUMO (spin up / spin down) (Ha) = -0.095 / -0.213



Record 6
DFT (ωB97M-V/def2-TZVPD) results for a structure of composition C45H37NP2SiTc at a distorted geometry.

Each line ends with the Mulliken spin population.
Element x y z (Å)
Tc1 0.747 -0.093 0.058  1.023
C1 -1.634 2.523 0.997  0.027
Si1 -1.561 0.836 0.157  -0.157
C2 -2.055 1.075 -1.665  0.016
C3 -3.333 1.518 -2.003  -0.002
C4 -3.667 1.799 -3.321  -0.001
C5 -2.724 1.645 -4.328  0.001
C6 -1.448 1.201 -4.018  -0.004
C7 -1.116 0.927 -2.694  -0.007
P1 0.572 0.438 -2.251  -0.007
C8 1.322 -0.369 -3.684  0.031
C9 2.005 0.375 -4.646  -0.008
C10 2.547 -0.271 -5.745  0.000
C11 2.418 -1.647 -5.882  -0.002
C12 1.736 -2.387 -4.925  0.002
C13 1.191 -1.752 -3.821  -0.027
C14 1.507 1.966 -1.961  -0.012
C15 2.888 1.851 -1.745  -0.007
C16 3.639 2.975 -1.444  0.002
C17 3.019 4.214 -1.337  -0.001
C18 1.648 4.330 -1.530  0.002
C19 0.888 3.211 -1.832  0.021
C20 -2.609 -0.505 0.983  -0.013
C21 -3.904 -0.274 1.447  0.005
C22 -4.713 -1.327 1.849  0.001
C23 -4.248 -2.634 1.772  0.001
C24 -2.956 -2.885 1.337  0.000
C25 -2.133 -1.820 0.976  0.007
P2 -0.467 -2.109 0.323  -0.039
C26 -0.819 -3.108 -1.157  0.013
C27 -1.825 -2.652 -2.015  0.006
C28 -2.176 -3.401 -3.123  0.000
C29 -1.527 -4.602 -3.385  -0.003
C30 -0.515 -5.045 -2.546  0.000
C31 -0.154 -4.300 -1.432  0.002
C32 0.550 -3.194 1.357  0.042
C33 1.885 -3.310 0.946  -0.013
C34 2.733 -4.213 1.563  -0.005
C35 2.259 -4.989 2.614  0.000
C36 0.949 -4.850 3.049  0.000
C37 0.090 -3.954 2.426  0.003
H1 -2.564 3.028 0.726  -0.001
H2 -0.812 3.160 0.667  -0.005
H3 -1.600 2.449 2.086  0.003
H4 -4.081 1.651 -1.228  0.000
H5 -4.664 2.144 -3.563  0.000
H6 -2.980 1.877 -5.353  0.000
H7 -0.709 1.077 -4.799  0.001
H8 2.107 1.448 -4.540  -0.001
H9 3.075 0.301 -6.495  0.000
H10 2.855 -2.145 -6.737  0.000
H11 1.633 -3.458 -5.036  0.000
H12 0.660 -2.323 -3.069  0.010
H13 3.377 0.889 -1.857  0.001
H14 4.709 2.889 -1.305  0.000
H15 3.607 5.091 -1.104  0.000
H16 1.170 5.297 -1.453  0.000
H17 -0.180 3.303 -1.994  0.001
H18 -4.291 0.738 1.491  0.001
H19 -5.719 -1.135 2.198  0.000
H20 -4.895 -3.459 2.039  0.000
H21 -2.601 -3.905 1.255  0.000
H22 -2.335 -1.717 -1.806  -0.003
H23 -2.961 -3.057 -3.783  0.000
H24 -1.815 -5.199 -4.240  0.000
H25 -0.006 -5.978 -2.749  0.000
H26 0.633 -4.650 -0.777  -0.001
H27 2.245 -2.717 0.107  -0.007
H28 3.755 -4.318 1.225  0.000
H29 2.913 -5.706 3.093  0.000
H30 0.588 -5.454 3.872  0.000
H31 -0.932 -3.862 2.769  -0.001
C38 1.367 0.866 1.874  0.087
C39 1.265 -0.092 2.939  -0.015
C40 0.052 -0.224 3.654  0.011
C41 -0.032 -1.056 4.741  -0.016
C42 1.090 -1.800 5.132  0.030
C43 2.289 -1.717 4.408  -0.010
C44 2.371 -0.881 3.324  0.025
C45 1.020 -2.640 6.282  -0.007
N1 0.967 -3.322 7.206  0.019
H32 2.396 1.138 1.599  -0.014
H33 0.745 1.750 2.021  -0.006
H34 -0.808 0.365 3.355  0.003
H35 -0.947 -1.136 5.312  0.000
H36 3.138 -2.309 4.721  0.000
H37 3.307 -0.786 2.788  -0.002

- frontier orbital gap (spin up / spin down) (Eh) = 0.2216 / 0.2216
- DFT total energy (eV) = -77395.0331
- net charge = +2
- spin multiplicity = 2
- E_LUMO (spin up / spin down) (Ha) = -0.289 / -0.289